1.
Computed, not measured: a 2-piece molecular cluster, C4H9S overall in a non-equilibrium geometry, with wB97M-V/def2-TZVPD.

Structure (XYZ):
```
14
Properties=species:S:1:pos:R:3
C 1.4242 0.7169 -2.0910
S 1.8378 1.9201 -0.8170
H 0.6630 0.0689 -1.6598
H 2.3073 0.1362 -2.3562
H 1.0348 1.2358 -2.9486
C -1.3365 -1.0985 0.3215
C -0.3998 -0.6933 1.3971
C -0.3261 0.5287 1.9221
H -0.8541 -1.2977 -0.6437
H -2.0434 -0.2883 0.1244
H -1.9720 -1.9441 0.6147
H 0.2266 -1.4189 1.8877
H 0.4203 0.7944 2.6553
H -0.9821 1.3397 1.5936
```

- HOMO level (alpha / beta): -0.3359 / -0.3209 hartree
- Net charge: 0
- E: -555.90673 hartree
- Molecular weight: 89.183 g mol⁻¹
- Frontier orbital gap (alpha / beta): 10.2 / 7.1 eV
- Spin multiplicity: 2

=====

2.
Computed, not measured: C28H35AsN8O4S2Sr as an isolated structure, with wB97M-V/def2-TZVPD.

Structure (XYZ):
```
79
Properties=species:S:1:pos:R:3
Sr 0.1071 -1.4897 0.0151
C 2.2234 2.6244 4.1560
N 2.1915 2.0521 2.8190
C 3.4051 2.2260 2.0458
C 1.2938 1.0751 2.4465
N 1.5552 0.1281 1.6190
N 0.0440 1.2529 3.0147
C -1.0819 0.4264 2.9008
N -1.9423 0.5486 3.9529
N -1.2767 -0.2687 1.8517
H 1.9471 3.6824 4.1552
H 3.2341 2.5394 4.5604
H 1.5669 2.0831 4.8337
H 3.7730 3.2397 2.2005
H 3.1965 2.1135 0.9828
H 4.1976 1.5258 2.3387
H 2.5454 0.1439 1.3977
H -0.0863 2.0965 3.5447
H -1.5196 0.7347 4.8486
H -2.6615 -0.1817 3.9947
H -2.1139 -0.8530 1.9128
S -0.0138 -1.6437 -2.9066
C 1.2089 -0.8576 -3.8897
C 1.5485 -1.4113 -5.1332
C 2.4405 -0.7850 -5.9830
C 3.0221 0.4289 -5.6282
C 2.7087 0.9898 -4.4021
C 1.8249 0.3543 -3.5323
As 1.4335 1.0117 -1.7585
C 2.7085 2.4836 -1.5936
C 4.0630 2.1562 -1.5082
C 5.0154 3.1353 -1.2720
C 4.6223 4.4571 -1.0997
C 3.2789 4.7904 -1.1761
C 2.3250 3.8089 -1.4233
C -0.2169 2.0080 -1.9998
C -0.6928 2.3867 -3.2493
C -1.8974 3.0667 -3.3577
C -2.6343 3.3692 -2.2197
C -2.1683 2.9860 -0.9700
C -0.9642 2.3029 -0.8618
H 1.0824 -2.3452 -5.4197
H 2.6793 -1.2424 -6.9355
H 3.7092 0.9292 -6.2981
H 3.1546 1.9348 -4.1165
H 4.3735 1.1242 -1.6386
H 6.0639 2.8690 -1.2231
H 5.3629 5.2241 -0.9123
H 2.9691 5.8202 -1.0489
H 1.2782 4.0797 -1.4880
H -0.1258 2.1342 -4.1377
H -2.2661 3.3556 -4.3337
H -3.5751 3.8974 -2.3085
H -2.7450 3.2101 -0.0810
H -0.6103 1.9839 0.1145
C -0.4259 -5.4219 -0.6965
S -0.7714 -4.3852 0.6937
O 0.5230 -3.7677 1.0589
O -1.3744 -5.2124 1.7078
O -1.6480 -3.3078 0.1719
H 0.3187 -6.1543 -0.3941
H -0.0521 -4.7994 -1.5083
H -1.3490 -5.9161 -0.9902
C -3.5247 -4.6533 4.2621
N -3.9343 -3.8787 3.0954
C -4.3400 -4.5180 1.9745
C -4.6162 -3.8549 0.8365
C -4.3644 -2.4544 0.8539
N -3.9873 -1.8145 1.9419
C -3.7710 -2.4914 3.1011
O -3.3969 -1.9253 4.1289
N -4.5296 -1.7208 -0.2704
H -4.2522 -5.4428 4.4432
H -3.4865 -3.9852 5.1148
H -2.5397 -5.0847 4.0838
H -4.4134 -5.5939 2.0503
H -4.9255 -4.3712 -0.0583
H -4.5009 -2.1883 -1.1596
H -4.1997 -0.7700 -0.2408
```

- HOMO level: -0.2532 hartree
- Net charge: 0
- E: -4890.07643 hartree
- Molecular weight: 774.316 g mol⁻¹
- Frontier orbital gap: 7.1 eV

=====

3.
Computed, not measured: C4H3HgO5 as an isolated structure in a non-equilibrium geometry, with wB97M-V/def2-TZVPD.

Structure (XYZ):
```
13
Properties=species:S:1:pos:R:3
C -2.2104 1.2647 0.3183
O -2.6895 2.2437 0.7366
O -2.1368 0.4995 -0.6371
C -0.8803 -1.0709 -0.8667
O 0.3403 -1.7453 0.9567
C 1.0628 -0.9279 0.2231
C -0.8994 -2.0435 0.2891
O 0.4278 -0.5863 -0.9036
O 2.1812 -0.5651 0.4939
Hg 3.8993 0.4570 -0.1351
H -1.2360 -1.3745 -1.8501
H -1.7215 -1.8765 0.9960
H -0.8838 -3.0934 -0.0311
```

- HOMO level (alpha / beta): -0.4088 / -0.5833 hartree
- Net charge: +1
- E: -683.45084 hartree
- Molecular weight: 331.653 g mol⁻¹
- Frontier orbital gap (alpha / beta): 7.0 / 8.5 eV
- Spin multiplicity: 3

=====

4.
Computed, not measured: a 5-piece molecular cluster, C18H47NO6 overall in a non-equilibrium geometry, with wB97M-V/def2-TZVPD.

Structure (XYZ):
```
72
Properties=species:S:1:pos:R:3
C -17.6120 5.8119 -5.5302
O -16.7114 5.1218 -6.3677
C -16.8345 5.5101 -7.7112
C -15.8829 4.7460 -8.5878
N -16.1289 3.3381 -8.5639
C -15.4109 2.5704 -9.5585
C -15.8335 1.1222 -9.5374
O -16.7597 0.8895 -10.5619
C -17.1753 -0.4543 -10.6225
H -18.6298 5.4282 -5.6695
H -17.5998 6.8858 -5.7467
H -17.2902 5.6388 -4.5064
H -16.7481 6.6020 -7.8566
H -17.8651 5.2964 -8.0550
H -14.8276 5.0144 -8.3574
H -15.9674 5.1436 -9.6082
H -16.0758 2.9299 -7.6429
H -14.3341 2.6611 -9.3380
H -15.6183 2.9715 -10.5490
H -16.2133 0.7843 -8.5600
H -14.9395 0.4815 -9.6681
H -17.7905 -0.7545 -9.7667
H -16.3074 -1.1308 -10.6470
H -17.7237 -0.5819 -11.5526
C -21.7086 6.2275 -10.1623
C -21.9025 6.9027 -8.8011
C -20.5743 7.4167 -8.2350
O -22.8395 7.9677 -8.8179
H -20.7031 6.3809 -10.5644
H -22.4008 6.4458 -10.9726
H -21.7387 5.1464 -9.9818
H -22.2725 6.1650 -8.0885
H -19.7231 6.7409 -8.1895
H -20.7624 7.7740 -7.2166
H -20.2879 8.3177 -8.7929
H -22.4518 8.6763 -9.3422
C -23.8914 8.4709 -13.6389
C -23.7197 9.8162 -14.3186
C -24.7536 10.0871 -15.3977
O -23.7451 10.8279 -13.3225
H -24.9100 8.2998 -13.2868
H -23.2285 8.3925 -12.7778
H -23.6349 7.7010 -14.3682
H -22.7463 9.8171 -14.8351
H -24.7155 9.3678 -16.2156
H -24.5281 11.0486 -15.8777
H -25.7473 10.1955 -14.9608
H -23.5469 11.6791 -13.7223
C -20.9907 2.1802 -9.6640
C -20.5415 1.9398 -8.2109
C -19.7107 3.0679 -7.6827
O -21.6897 1.7797 -7.3573
H -20.1700 2.6527 -10.2058
H -21.8812 2.8087 -9.6665
H -21.1946 1.2297 -10.1559
H -20.0307 0.9713 -8.2187
H -19.5359 3.0165 -6.6118
H -20.1943 4.0377 -7.8728
H -18.8267 3.1437 -8.3241
H -22.4840 1.6305 -7.8773
C -16.4586 8.2879 -11.4081
C -17.9717 8.3167 -11.2547
C -18.6937 8.4437 -12.5770
O -18.3977 7.0247 -10.7319
H -16.0955 9.2782 -11.6948
H -16.1884 7.6046 -12.2133
H -15.9824 7.9509 -10.4877
H -18.2884 9.0690 -10.5278
H -18.1098 8.0298 -13.4019
H -18.8067 9.4938 -12.8714
H -19.6784 7.9870 -12.5334
H -18.0546 6.9470 -9.8356
```

- HOMO level: -0.3175 hartree
- Net charge: 0
- E: -1220.11913 hartree
- Molecular weight: 373.575 g mol⁻¹
- Frontier orbital gap: 9.3 eV